Molecular formula: C5H5F3N3
Method: DFT, the ωB97M-V functional and the def2-TZVPD basis

ORCA input file:
```
! wB97M-V def2-TZVPD RIJCOSX def2/J DEFGRID3
* xyz 1 1
C -1.976 -1.193 0.752
C 0.365 1.106 -1.092
C 0.794 -0.494 0.390
C 1.945 -0.161 -0.203
C 3.324 -0.552 0.053
N -2.412 -2.236 1.064
N -0.189 0.296 -0.203
N 1.661 0.880 -1.051
F 4.145 0.114 -0.827
F 3.629 -0.184 1.319
F 3.547 -1.848 -0.041
H 0.078 2.019 -1.715
H 0.655 -1.168 1.180
H -2.411 -3.157 1.178
H -1.174 0.127 0.008
H 2.342 1.239 -1.651
*
```

The LUMO energy comes out at -3.4 eV. As for the energy above the lowest of the compared OMol25 structures with the same formula, charge and spin: 0.000 eV. Its HOMO-LUMO gap is 11.683 eV.

---

Molecular formula: C9H15N4
Method: DFT, the ωB97M-V functional and the def2-TZVPD basis

ORCA input file:
```
! wB97M-V def2-TZVPD RIJCOSX def2/J DEFGRID3
* xyz 1 1
C -0.694 -0.408 2.325
C 0.579 -1.186 1.641
C 0.613 1.731 -0.416
C 2.113 1.110 -0.663
C -0.678 1.056 -1.093
C 0.988 -1.054 -1.146
C -1.569 -1.114 -0.526
C 1.945 -0.283 -0.085
C -2.131 0.071 0.339
N 1.555 -0.307 1.122
N -1.655 0.310 1.503
N -0.447 -0.430 -1.258
N -2.020 1.170 -0.583
H -0.278 0.286 3.064
H 0.880 -1.676 2.529
H 0.104 -2.017 1.056
H 0.579 1.838 0.642
H 0.667 2.804 -0.723
H 2.617 1.065 -1.728
H 2.774 1.716 -0.036
H -1.112 -1.250 2.966
H -0.712 1.476 -2.125
H 1.379 -0.929 -2.179
H 0.944 -2.131 -0.866
H -1.207 -2.032 -0.069
H -2.373 -1.517 -1.158
H -0.721 -0.359 -2.298
H -2.141 2.060 -0.235
*
```

The LUMO energy (alpha / beta) comes out at -3.8 / -3.8 eV. As for the energy above the lowest of the compared OMol25 structures with the same formula, charge and spin: 5.193 eV. Its HOMO-LUMO gap (alpha / beta) is 9.178 / 9.178 eV. As for the SMILES: C1C/N=C2\C[N@@H+]3C/C(=N\1)CC[C@@H]3N2.

---

Molecular formula: C45H24AsI4N5S5Ta
Method: DFT, the ωB97M-V functional and the def2-TZVPD basis

ORCA input file:
```
! wB97M-V def2-TZVPD RIJCOSX def2/J DEFGRID3
* xyz -1 1
Ta 0.606 -0.461 0.460
I -2.108 7.674 5.546
C -1.656 6.025 4.357
C -2.343 5.832 3.167
C -2.033 4.731 2.378
C -1.050 3.829 2.767
C -0.378 4.038 3.966
C -0.675 5.134 4.766
C -0.706 2.648 1.919
C 0.444 2.723 1.145
C 1.385 3.808 1.189
C 2.439 3.448 0.426
C 2.105 2.185 -0.172
C 2.826 1.606 -1.193
C 4.292 1.861 -1.230
C 4.982 1.681 -0.031
C 6.368 1.754 0.025
C 7.080 2.009 -1.133
I 9.158 2.081 -1.078
C 6.419 2.211 -2.337
C 5.038 2.135 -2.378
C 2.162 0.739 -2.080
N 1.037 0.025 -1.741
C 0.723 -0.700 -2.873
C -0.223 -1.711 -2.966
C -0.328 -2.461 -4.255
C -1.474 -2.372 -5.038
C -1.575 -3.059 -6.241
C -0.513 -3.846 -6.660
I -0.647 -4.871 -8.468
C 0.637 -3.955 -5.893
C 0.723 -3.259 -4.694
C -1.053 -2.079 -1.931
C -2.010 -3.143 -1.995
C -2.651 -3.173 -0.804
C -2.105 -2.116 -0.016
N -1.089 -1.482 -0.680
C -2.638 -1.698 1.205
C -2.328 -0.473 1.743
C -3.169 0.209 2.695
C -2.696 1.458 2.806
C -1.518 1.536 1.976
N -1.304 0.344 1.322
C -3.664 -2.542 1.885
C -4.967 -2.631 1.404
C -5.913 -3.411 2.055
C -5.540 -4.100 3.200
I -6.954 -5.270 4.191
C -4.249 -4.017 3.699
C -3.310 -3.232 3.038
C 1.596 -0.348 -3.943
C 2.514 0.510 -3.438
N 0.877 1.754 0.286
H -3.109 6.529 2.855
H -2.562 4.569 1.446
H 0.373 3.322 4.281
H -0.151 5.283 5.700
H 1.250 4.724 1.742
H 3.331 4.012 0.208
H 4.434 1.420 0.867
H 6.876 1.584 0.963
H 6.975 2.423 -3.240
H 4.547 2.335 -3.319
H -2.295 -1.748 -4.706
H -2.470 -2.977 -6.841
H 1.460 -4.576 -6.220
H 1.615 -3.345 -4.085
H -2.178 -3.779 -2.848
H -3.442 -3.834 -0.491
H -4.012 -0.239 3.195
H -3.068 2.256 3.428
H -5.244 -2.081 0.512
H -6.925 -3.474 1.678
H -3.969 -4.547 4.599
H -2.305 -3.131 3.433
H 1.523 -0.707 -4.956
H 3.316 0.974 -3.981
S 2.453 -2.603 4.611
As 0.963 -1.552 3.611
S 1.727 0.250 2.517
S 0.356 -2.547 1.681
S -0.768 -1.014 4.678
S 4.857 -2.164 -1.113
C 3.464 -1.661 -0.492
N 2.436 -1.281 -0.062
*
```

The LUMO energy comes out at 0.3 eV. As for the energy above the lowest of the compared OMol25 structures with the same formula, charge and spin: 0.000 eV. Its HOMO-LUMO gap is 5.051 eV.

---

Molecular formula: C30H45BrN2P2PtS
Method: DFT, the ωB97M-V functional and the def2-TZVPD basis

ORCA input file:
```
! wB97M-V def2-TZVPD RIJCOSX def2/J DEFGRID3
* xyz 4 5
N -6.806 4.957 -4.811
C -6.531 5.383 -3.573
C -5.562 4.760 -2.784
C -4.846 3.640 -3.267
C -5.116 3.235 -4.600
C -6.124 3.912 -5.313
C -3.823 3.103 -2.371
Pt 0.195 0.292 0.899
P 4.678 -0.570 0.100
C -2.969 2.064 -2.594
C -1.725 2.000 -1.877
C -0.614 1.367 -2.498
C 0.591 1.236 -1.817
C 0.541 1.674 -0.464
C -0.298 2.750 -0.046
C -1.514 2.789 -0.704
Br 1.789 -0.606 2.702
H -3.699 3.809 -1.541
H -3.193 1.344 -3.397
H -5.340 5.167 -1.797
H -4.555 2.423 -5.073
H -7.072 6.246 -3.172
H -6.349 3.631 -6.354
H -0.716 1.063 -3.547
H -2.303 3.453 -0.334
H 1.479 0.769 -2.250
H -0.006 3.435 0.751
P -0.379 -1.775 0.160
C 3.819 1.036 0.369
C 4.807 2.208 0.298
H 3.333 0.994 1.351
H 3.033 1.207 -0.383
H 4.368 3.112 0.732
H 5.741 1.998 0.826
H 5.071 2.436 -0.736
C 3.886 -1.206 -1.454
C 4.823 -2.061 -2.306
H 3.478 -0.358 -2.029
H 3.057 -1.867 -1.178
H 4.448 -2.079 -3.340
H 5.834 -1.657 -2.279
H 4.853 -3.094 -1.929
C 4.179 -1.978 1.211
C 4.905 -1.975 2.556
H 4.393 -2.919 0.683
H 3.095 -1.939 1.440
H 4.352 -2.560 3.295
H 5.904 -2.416 2.495
H 5.028 -0.972 2.972
C -0.416 -3.047 1.485
C -1.391 -4.201 1.214
H -0.627 -2.531 2.440
H 0.611 -3.442 1.584
H -2.421 -3.918 1.483
H -1.376 -4.518 0.158
H -1.078 -5.052 1.840
C 0.700 -2.505 -1.092
C 0.242 -2.546 -2.539
H 1.035 -3.494 -0.749
H 1.552 -1.832 -1.019
H -0.715 -3.064 -2.636
H 0.145 -1.541 -2.966
H 0.989 -3.084 -3.135
C -1.979 -1.526 -0.653
C -3.144 -1.417 0.332
H -2.141 -2.338 -1.381
H -1.887 -0.583 -1.229
H -3.604 -0.424 0.230
H -3.916 -2.170 0.108
H -2.842 -1.545 1.384
S -1.545 0.541 2.703
C -0.780 0.208 4.192
N -0.922 -1.044 4.736
C -0.046 -1.542 5.658
C 0.846 -0.683 6.259
C 0.951 0.641 5.808
C 0.113 1.088 4.804
H -1.629 -1.661 4.338
H -0.167 -2.604 5.893
H 1.431 -1.027 7.108
H 1.704 1.311 6.226
H 0.162 2.090 4.397
*
```

The expectation value of S² is 6.05. The LUMO energy (alpha / beta) comes out at -12.8 / -13.4 eV. As for the energy above the lowest of the compared OMol25 structures with the same formula, charge and spin: 0.000 eV. Its HOMO-LUMO gap (alpha / beta) is 5.438 / 5.015 eV.

---

Molecular formula: C5H8N2
Method: DFT, the ωB97M-V functional and the def2-TZVPD basis

ORCA input file:
```
! wB97M-V def2-TZVPD RIJCOSX def2/J DEFGRID3
* xyz 0 1
C 0.176 -0.512 -1.771
N 0.057 0.231 -0.531
C -0.077 1.614 -0.412
C -0.168 2.046 0.900
C -0.186 0.710 1.611
C 0.003 -0.337 0.680
N 0.057 -1.721 0.842
H -0.447 -1.410 -1.720
H -0.166 0.119 -2.593
H 1.216 -0.801 -1.957
H -0.046 2.195 -1.328
H -1.212 1.350 1.417
H -0.111 0.587 2.688
H 0.837 -2.163 0.369
H 0.057 -1.984 1.819
*
```

The LUMO energy comes out at 0.6 eV. As for the energy above the lowest of the compared OMol25 structures with the same formula, charge and spin: 3.793 eV. Its HOMO-LUMO gap is 8.330 eV.

---

Molecular formula: C5H13NO2
Method: DFT, the ωB97M-V functional and the def2-TZVPD basis

ORCA input file:
```
! wB97M-V def2-TZVPD RIJCOSX def2/J DEFGRID3
* xyz 0 1
C 0.606 0.366 1.143
N 0.418 1.747 0.603
C -0.856 2.357 0.642
O -1.312 2.510 1.984
C 0.967 -0.605 0.046
C -0.262 -1.163 -0.652
C 0.061 -1.923 -1.958
O 0.578 -3.222 -1.696
H 1.263 0.402 2.013
H -0.456 0.079 1.512
H 1.144 2.198 0.081
H -1.712 2.011 0.036
H -0.796 3.396 0.194
H -0.962 1.875 2.608
H 1.569 -1.448 0.355
H 1.579 -0.029 -0.716
H -0.614 -0.135 -0.991
H -1.131 -1.604 -0.213
H 0.683 -1.305 -2.588
H -0.936 -2.184 -2.414
H -0.194 -3.811 -1.805
*
```

The LUMO energy comes out at 0.9 eV. As for the energy above the lowest of the compared OMol25 structures with the same formula, charge and spin: 2.925 eV. Its HOMO-LUMO gap is 9.666 eV. As for the SMILES: OCCCCNCO.

---

Molecular formula: C28H72N4O10
Method: DFT, the ωB97M-V functional and the def2-TZVPD basis

ORCA input file:
```
! wB97M-V def2-TZVPD RIJCOSX def2/J DEFGRID3
* xyz 0 1
C -3.750 2.918 3.418
O -4.095 1.666 4.004
C -3.181 0.657 3.668
C -3.203 -0.309 4.798
N -2.376 -1.435 4.495
C -0.922 -1.113 4.478
C -0.265 -1.972 3.402
O 0.896 -2.519 3.580
C 1.996 -1.601 3.723
H -2.921 3.293 3.796
H -4.651 3.537 3.549
H -3.399 2.834 2.384
H -2.193 1.015 3.519
H -3.449 0.185 2.732
H -4.222 -0.740 4.943
H -3.020 0.145 5.788
H -2.389 -2.124 5.247
H -0.439 -1.431 5.413
H -0.635 -0.044 4.344
H -0.367 -1.560 2.386
H -0.817 -2.967 3.413
H 2.212 -0.949 2.916
H 2.873 -2.190 3.969
H 1.921 -0.946 4.555
C -2.508 6.692 1.104
O -3.332 5.555 1.316
C -3.791 4.791 0.217
C -2.746 3.968 -0.444
N -3.221 3.016 -1.464
C -3.925 1.771 -0.989
C -3.004 0.826 -0.272
O -3.212 -0.417 -0.108
C -2.161 -1.215 0.478
H -2.667 6.977 0.114
H -1.464 6.542 1.363
H -2.986 7.479 1.773
H -4.294 5.380 -0.551
H -4.552 4.065 0.595
H -2.370 3.335 0.413
H -2.010 4.679 -0.873
H -2.372 2.522 -1.897
H -4.304 1.234 -1.904
H -4.820 2.058 -0.364
H -2.830 1.237 0.766
H -2.020 0.846 -0.755
H -1.160 -0.790 0.287
H -2.179 -2.218 0.043
H -2.385 -1.232 1.581
C 4.522 1.156 0.396
O 3.757 1.720 -0.709
C 3.397 0.731 -1.658
C 2.293 1.444 -2.315
N 1.561 0.584 -3.171
C 0.449 1.253 -3.822
C -0.793 1.162 -2.959
O -1.942 1.394 -3.397
C -2.458 0.294 -4.114
H 5.483 0.818 -0.025
H 4.054 0.565 1.130
H 4.919 2.006 0.927
H 2.977 -0.138 -1.251
H 4.315 0.505 -2.229
H 2.745 2.375 -2.694
H 1.598 1.714 -1.504
H 2.209 0.243 -3.993
H 0.186 0.811 -4.761
H 0.730 2.305 -4.151
H -0.678 1.827 -2.144
H -0.817 0.202 -2.486
H -3.373 0.537 -4.598
H -2.694 -0.410 -3.299
H -1.784 -0.179 -4.851
C 3.174 -10.901 -3.163
O 3.700 -9.679 -2.629
C 2.806 -8.605 -2.459
C 3.394 -7.428 -1.576
N 2.547 -6.271 -1.483
C 3.009 -5.361 -0.513
C 2.049 -4.178 -0.690
O 2.166 -3.166 -0.014
C 1.269 -2.033 -0.137
H 2.263 -11.200 -2.633
H 3.786 -11.810 -2.999
H 2.802 -10.776 -4.198
H 1.841 -8.885 -1.990
H 2.462 -8.285 -3.409
H 4.341 -7.130 -2.041
H 3.499 -7.989 -0.623
H 2.594 -5.842 -2.398
H 4.007 -5.068 -0.783
H 2.840 -5.821 0.516
H 1.069 -4.488 -0.503
H 2.166 -3.801 -1.717
H 1.246 -1.591 -1.131
H 1.460 -1.213 0.545
H 0.190 -2.433 0.122
C 1.440 4.851 -1.397
C 1.303 6.235 -1.671
O -0.146 6.536 -1.723
H 2.554 4.523 -1.503
H 0.889 4.132 -1.980
H 1.113 4.599 -0.337
H 1.751 6.452 -2.611
H 1.868 6.714 -0.779
H -0.466 6.397 -2.604
C -0.176 2.308 2.008
C 1.039 2.381 1.203
O 1.436 1.031 1.032
H -0.649 3.320 2.202
H -0.170 1.755 2.996
H -0.871 1.660 1.472
H 1.818 3.020 1.715
H 0.698 2.899 0.387
H 1.941 0.799 0.278
*
```

The LUMO energy comes out at 0.5 eV. As for the energy above the lowest of the compared OMol25 structures with the same formula, charge and spin: 10.490 eV. Its HOMO-LUMO gap is 8.873 eV. As for the SMILES: COCCNCCOC.COCCNCCOC.COCCNCCOC.COCCNCCOC.CCO.CCO.